Density functional theory data (wB97M-V/def2-TZVPD) for a molecular structure, C21H37N3O6Se2V in a non-equilibrium geometry.

```
70
C21H37N3O6Se2V wB97M-V/def2-TZVPD
V -0.36186 0.17732 -0.53891
C 3.06071 1.62823 3.18044
N 2.35069 0.43295 2.74981
C 3.05313 -0.83187 2.91176
C 1.15600 0.47094 2.15786
O 0.58798 -0.53743 1.71569
C 0.47916 1.82746 1.94455
O -0.70850 1.60149 1.22805
C -1.88528 1.34063 1.96179
C -2.73040 0.35858 1.16274
O -2.22642 -0.20847 0.18715
N -3.97325 0.11503 1.56538
C -4.84213 -0.76568 0.79102
C -4.59639 0.82870 2.67462
H 3.14364 1.66383 4.26789
H 2.56752 2.52969 2.83470
H 4.06335 1.62079 2.75300
H 3.26299 -1.00734 3.96819
H 3.99502 -0.79923 2.36259
H 2.43910 -1.63678 2.52589
H 1.10803 2.41962 1.27864
H 0.30870 2.37541 2.87261
H -2.42225 2.27560 2.11952
H -1.66482 0.88399 2.93208
H -4.27471 -1.21779 -0.01289
H -5.67048 -0.19270 0.36978
H -5.24031 -1.54313 1.44309
H -3.86266 1.14405 3.41074
H -5.28827 0.15535 3.17818
H -5.15144 1.70094 2.32349
O -1.43754 -2.61777 2.16477
C -1.50093 -3.46510 1.02152
C -0.14121 -3.92052 0.51482
C 0.63349 -2.92378 -0.36902
C -0.10385 -2.60244 -1.64264
C -0.34670 -3.62596 -2.55329
C -1.10979 -3.39265 -3.67668
C -1.62173 -2.12182 -3.86830
C -1.31624 -1.13456 -2.95309
N -0.55875 -1.34810 -1.85246
H -0.75969 -1.93892 2.04351
H -2.06541 -2.98228 0.21451
H -2.07219 -4.33572 1.33937
H -0.28110 -4.84497 -0.05277
H 0.46682 -4.18228 1.38560
H 1.59596 -3.36435 -0.63726
H 0.89222 -2.01685 0.17259
H 0.06614 -4.60808 -2.35714
H -1.30390 -4.18786 -4.38756
H -2.23619 -1.87593 -4.72354
H -1.68489 -0.12164 -3.06495
O 3.11202 3.67530 -1.79847
C 1.72198 3.62431 -2.15415
C 1.40117 2.52991 -3.16875
C 2.03820 2.94940 -4.50030
O 1.87972 1.98909 -5.55497
C 2.04534 1.18436 -2.78042
Se 2.05412 0.65695 -0.88357
C -0.11964 2.42602 -3.38529
Se -1.27101 2.14305 -1.81178
H 3.25270 2.90342 -1.23100
H 1.46775 4.59823 -2.58329
H 1.10517 3.47856 -1.27006
H 3.09653 3.16505 -4.33507
H 1.55913 3.86167 -4.85928
H 2.36157 1.19611 -5.30264
H 3.09699 1.19267 -3.07057
H 1.56241 0.37966 -3.33489
H -0.30350 1.63011 -4.10584
H -0.47505 3.34824 -3.84615
```

The calculation puts the energy above the lowest of the compared OMol25 structures with the same formula, charge and spin at 18.7 kJ/mol. For the largest force on an atom, the calculation gives 1.753 eV/A. Its spin multiplicity is 4. The calculation puts the HOMO-LUMO gap (spin up / spin down) at 6.07 / 6.55 eV. Its HOMO energy (spin up / spin down) is -5.89 / -6.37 eV.

natural (NBO) analysis output, partial charges in e: 0.775, -0.407, -0.394, -0.415, 0.709, -0.697, -0.166, -0.520, -0.148, 0.692, -0.672, -0.386, -0.411, -0.409, 0.201, 0.218, 0.220, 0.199, 0.214, 0.243, 0.267, 0.203, 0.215, 0.211, 0.248, 0.204, 0.205, 0.211, 0.217, 0.207, -0.742, -0.063, -0.413, -0.449, 0.245, -0.252, -0.154, -0.250, 0.046, -0.537, 0.490, 0.162, 0.179, 0.205, 0.216, 0.232, 0.251, 0.218, 0.219, 0.226, 0.247, -0.750, -0.069, -0.160, -0.052, -0.728, -0.531, -0.432, -0.524, -0.359, 0.478, 0.175, 0.194, 0.177, 0.175, 0.462, 0.211, 0.204, 0.207, 0.212

---

Density functional theory data (wB97M-V/def2-TZVPD) for C6H9N in the gas phase.

```
16
C6H9N wB97M-V/def2-TZVPD
C 2.88465 0.54569 0.23328
C 2.02102 -0.66427 0.19328
C 0.90824 -0.84924 -0.45792
C -0.45663 -0.88853 -0.71764
N -1.46353 -0.64740 0.21238
C -2.60295 0.16536 -0.15387
C -1.61291 0.63389 0.86139
H 3.60575 0.44342 -0.58964
H 3.48213 0.58908 1.15025
H 2.36986 1.51004 0.09103
H -0.82044 -1.32998 -1.64475
H 0.64446 -1.98497 -0.69472
H -3.57521 -0.21011 0.15667
H -2.58211 0.65613 -1.12666
H -0.93545 1.43474 0.56924
H -1.86686 0.59614 1.91769
```

The calculation puts the energy above the lowest of the compared OMol25 structures with the same formula, charge and spin at 638.0 kJ/mol. For the largest force on an atom, the calculation gives 0.311 eV/A. The calculation puts the HOMO-LUMO gap (spin up / spin down) at 7.62 / 7.62 eV. Its HOMO energy (spin up / spin down) is -7.00 / -7.00 eV.

natural (NBO) analysis output, partial charges in e: -0.692, -0.023, -0.405, -0.011, -0.409, -0.239, -0.239, 0.244, 0.220, 0.186, 0.206, 0.350, 0.206, 0.196, 0.201, 0.209

---

Density functional theory data (wB97M-V/def2-TZVPD) for 2 unconnected molecules or ions with the total composition C21H26B2BrN5O13PS2 in a non-equilibrium geometry.

```
71
C21H26B2BrN5O13PS2 wB97M-V/def2-TZVPD
C -1.02603 1.09451 1.57765
O -1.24683 0.60312 0.24922
C -0.86751 -0.76792 0.10156
C 0.33153 -0.93355 -0.90572
C -0.42874 -1.24139 -2.23498
C -1.24745 -0.02300 -2.77331
C -2.76759 -0.09060 -2.50392
S -3.57017 -1.53306 -3.28612
C -4.50980 -2.33146 -1.99628
S -4.65138 -3.94508 -1.99514
N -5.17502 -1.58257 -0.98708
C -6.51780 -1.28401 -0.90784
C -6.74333 -0.56066 0.21087
N -5.52757 -0.40411 0.88389
C -4.66832 -1.02272 0.15762
N 1.16426 0.27483 -0.97402
C 2.08845 0.24016 0.08215
O 2.67584 1.20465 0.47389
C 2.24922 -1.26280 0.62123
N 1.58780 -1.14783 1.94713
C 2.01885 -1.86918 2.84333
O 2.41355 -2.57257 3.69389
P 4.04664 -1.72943 0.85105
O 4.71779 -0.68114 1.65053
C 1.43748 -1.96138 -0.51908
C 2.26089 -2.51296 -1.74188
C 3.21408 -1.51050 -2.44451
C 2.63775 -0.76621 -3.66022
Br 4.72925 -2.60147 -3.16122
B 0.78506 -3.32769 0.03007
N -0.54457 -3.80506 -0.35302
O 1.53754 -4.12588 0.88632
H 0.00420 0.91182 1.91447
H -1.76877 0.68817 2.28377
H -1.15334 2.18627 1.52510
H -1.76920 -1.28442 -0.25935
H -0.66815 -1.16580 1.10769
H -1.14999 -2.06019 -2.09531
H 0.23681 -1.56460 -3.04448
H -0.90162 0.95629 -2.42002
H -1.11225 -0.01671 -3.86940
H -3.21058 0.82103 -2.93640
H -3.00267 -0.05255 -1.43391
H -7.27652 -1.58313 -1.62387
H -7.67957 -0.16663 0.58663
H -3.63172 -1.05663 0.48877
H 0.67896 1.14779 -1.13416
H 4.16488 -3.02093 1.44250
H 4.74968 -1.80911 -0.37892
H 1.58537 -2.98735 -2.46946
H 2.88794 -3.33101 -1.34712
H 3.68769 -0.77517 -1.79089
H 3.40730 -0.06907 -4.02434
H 2.35784 -1.46537 -4.46093
H 1.75532 -0.15876 -3.42530
H -0.56556 -3.96213 -1.35713
H -0.81010 -4.65618 0.13029
H 1.01451 -4.85769 1.22902
B 1.36768 5.49885 3.19373
O 1.88536 4.71511 4.33373
C 3.19121 4.53522 4.15140
O 3.91435 3.94020 4.89811
C 3.59746 5.20573 2.85777
O 4.70101 5.23846 2.39371
O 2.52078 5.76387 2.31012
O 0.30318 4.75640 2.47561
C -0.80083 5.49077 2.51205
O -1.85086 5.17595 2.02189
C -0.51579 6.77123 3.26453
O -1.29910 7.65414 3.47840
O 0.75123 6.76306 3.65572
```

For the largest force on an atom, the calculation gives 2.725 eV/A. The net charge is -1. The calculation puts the HOMO-LUMO gap at 7.06 eV. Its HOMO energy is -6.89 eV.

Löwdin analysis output, partial charges in e: -0.056, -0.198, -0.154, -0.323, -0.131, -0.214, -0.443, 0.914, -1.083, 0.698, -0.143, -0.103, -0.125, 0.077, -0.206, 0.161, -0.415, 0.138, -0.330, 0.177, -0.308, 0.189, 0.787, -0.390, -0.223, -0.189, -0.686, -0.159, 0.664, -0.566, 0.200, 0.142, 0.081, 0.097, 0.094, 0.087, 0.118, 0.081, 0.089, 0.112, 0.110, 0.086, 0.053, 0.120, 0.099, 0.120, 0.145, 0.041, 0.005, 0.122, 0.083, 0.064, 0.080, 0.076, 0.060, 0.086, 0.080, 0.106, -0.871, 0.227, -0.397, 0.147, -0.397, 0.147, 0.228, 0.223, -0.403, 0.133, -0.403, 0.140, 0.231

---

Density functional theory data (wB97M-V/def2-TZVPD) for 2 unconnected molecules or ions with the total composition C2H10NO in a non-equilibrium geometry.

```
14
C2H10NO wB97M-V/def2-TZVPD
N -0.85051 -0.78454 1.84998
H -1.69786 -0.21902 1.95312
H -0.04702 -0.34049 2.28973
H -0.97705 -1.72199 2.23487
H -0.61680 -0.86762 0.83224
C 0.21890 0.20528 -1.44538
O -0.99634 0.01915 -0.75355
C 1.26711 0.80611 -0.52246
H 0.66979 -0.71327 -1.83040
H 0.09659 0.84349 -2.32813
H -1.75547 -0.04345 -1.34167
H 1.65772 0.04910 0.16144
H 2.11178 1.09714 -1.15404
H 0.91915 1.67013 0.05424
```

The calculation puts the energy above the lowest of the compared OMol25 structures with the same formula, charge and spin at 55.4 kJ/mol. For the largest force on an atom, the calculation gives 1.650 eV/A. The net charge is +1. The calculation puts the HOMO-LUMO gap at 10.95 eV. Its HOMO energy is -14.82 eV.

natural (NBO) analysis output, partial charges in e: -0.876, 0.458, 0.450, 0.448, 0.484, -0.078, -0.778, -0.641, 0.176, 0.192, 0.509, 0.186, 0.252, 0.218